1.
{"formula": "C12H10N2", "method": "ωB97M-V with the def2-TZVPD basis set", "de_lowest_ev": 5.278, "homo_lumo_gap_ev": 7.484, "smiles": "Cn1ccc2nc3ccccc3c-2c1", "homo_energy_ev": -7.5, "species": ["N", "N", "C", "C", "C", "C", "C", "C", "C", "C", "C", "C", "C", "C", "H", "H", "H", "H", "H", "H", "H", "H", "H", "H"], "coordinates": [[0.875685, -1.613883, 0.769662], [-0.830875, 2.008847, 1.597309], [-0.885697, 1.635965, 0.251742], [-0.074425, -0.445697, -1.045991], [1.314978, -1.998764, -2.700737], [0.077309, -0.602904, 1.150054], [1.148211, -2.620890, -1.474117], [-1.420017, 3.290183, 1.961848], [-0.620129, 1.137421, 2.634383], [-0.556106, 0.172391, 0.150355], [0.548589, -1.605256, -0.688005], [-0.033922, -0.062107, 2.476121], [0.751467, -0.723832, -3.251470], [0.035464, 0.101473, -2.310017], [-0.793643, 3.587698, 2.874984], [-0.473625, 1.057584, -2.736164], [-0.777315, 2.089999, -0.729974], [0.826833, -0.440490, -4.354612], [0.535489, -0.827681, 3.211283], [1.370082, -3.638222, -1.159330], [-2.390377, 3.277954, 2.299055], [1.898444, -2.510279, -3.563090], [-0.897802, 3.677340, 0.955557], [-1.326095, 1.293443, 3.708512]], "forces_ev_per_a": [[-3.6468, 1.1225, -1.9951], [-2.2789, -0.6071, -0.9254], [2.2616, -7.3393, 2.4659], [-1.1443, 1.5456, -0.8826], [0.7196, -0.6468, -4.7866], [1.5686, 0.1829, 2.3159], [-1.1105, 3.3587, -1.5216], [6.5747, 0.7263, -1.3921], [-2.3279, -0.4808, 3.3973], [-0.0468, 4.5082, -1.7185], [2.7405, -2.8259, 4.4235], [2.1399, -3.4871, 0.4642], [-0.3319, -0.0114, 2.3309], [0.0833, -0.7254, -4.1957], [-0.8271, 0.2968, -1.4481], [0.8889, -1.7170, 1.2093], [-0.4614, 1.2734, 0.8557], [0.2123, -0.6121, 1.8652], [-2.0378, 2.3519, -0.8651], [0.4285, 0.5890, -0.0668], [-2.6276, 0.1179, -0.3851], [-0.9974, 0.3739, 1.6238], [-2.5714, 1.6883, 2.4385], [2.7921, 0.3176, -3.2075]]}


2.
{"formula": "C19H15AuBrIN4S", "method": "ωB97M-V with the def2-TZVPD basis set", "de_lowest_ev": 0.152, "homo_lumo_gap_ev": 7.302, "homo_energy_ev": -7.5, "species": ["Au", "I", "Br", "S", "N", "N", "N", "N", "C", "C", "C", "C", "C", "C", "C", "C", "C", "C", "C", "C", "C", "C", "C", "C", "C", "C", "C", "H", "H", "H", "H", "H", "H", "H", "H", "H", "H", "H", "H", "H", "H", "H"], "coordinates": [[-2.809131, 1.409159, -1.177276], [-1.914898, 1.346867, 1.891393], [-0.028584, -1.614626, 2.175162], [-2.374432, 3.688955, -1.507004], [-0.581101, 1.281799, -1.980740], [0.066852, 2.432404, -2.204801], [-0.075353, 4.672494, -2.270880], [-2.159768, -0.740115, -1.114991], [-0.011549, 0.143627, -1.946135], [-1.357383, -3.357085, -1.452867], [2.234468, -0.736552, -1.264759], [2.010539, 0.359978, -3.389377], [0.052329, -1.093631, 4.942740], [-0.235851, -0.419425, 6.118265], [-1.483460, 1.213901, 4.875682], [1.435494, -0.090144, -2.202531], [-0.927333, -0.996672, -1.608842], [3.585803, -0.937385, -1.508384], [-2.960466, -1.751812, -0.773102], [-0.426890, -0.610871, 3.733297], [3.359381, 0.151422, -3.637629], [-1.190396, 0.551085, 3.688584], [-2.603271, -3.078633, -0.920516], [-0.515141, -2.313678, -1.791008], [-1.007689, 0.732461, 6.085898], [-0.700976, 3.500346, -2.023263], [4.149654, -0.497991, -2.697819], [-1.040790, -4.381661, -1.604627], [0.143321, -0.799227, 7.058507], [-0.523068, 5.533415, -2.016719], [0.465183, -2.504987, -2.204683], [0.645732, -1.997638, 4.958235], [1.393386, 0.881066, -4.109181], [0.915925, 4.648760, -2.438691], [4.200163, -1.432806, -0.767174], [-3.918566, -1.477006, -0.352934], [-2.083354, 2.113737, 4.843677], [-3.284705, -3.862428, -0.622615], [5.203467, -0.657782, -2.890097], [-1.242634, 1.260229, 7.001494], [3.795930, 0.500669, -4.564802], [1.799149, -1.070207, -0.329475]], "forces_ev_per_a": [[0.1836, 0.0662, -0.0873], [0.0840, 0.0197, 0.2268], [-0.0035, 0.0083, -0.0407], [-0.1207, -0.2894, 0.0310], [-0.0071, 0.1165, -0.0880], [-0.1187, 0.1451, 0.0324], [-0.1362, -0.0094, 0.0224], [-0.1999, 0.1266, -0.1198], [-0.0160, -0.1733, 0.0354], [0.0403, -0.0751, -0.0262], [0.0310, -0.0151, 0.0738], [0.0135, -0.0149, 0.0098], [0.0076, -0.0078, 0.0461], [0.0172, -0.0084, 0.0124], [0.0727, -0.0236, 0.0505], [-0.0419, -0.0328, -0.0433], [0.0136, 0.0406, 0.0615], [-0.0018, 0.0125, -0.0127], [0.0957, 0.0846, -0.0023], [-0.0692, 0.0370, 0.0379], [-0.0392, -0.0015, 0.0346], [-0.0271, -0.0355, -0.1406], [0.0059, 0.0044, 0.0443], [0.0700, 0.0141, -0.0091], [-0.0318, 0.0255, -0.0316], [0.2457, -0.0686, -0.0285], [-0.0181, 0.0057, -0.0089], [0.0067, 0.0288, 0.0104], [-0.0155, 0.0068, -0.0253], [0.0228, 0.0079, -0.0023], [-0.0260, -0.0014, 0.0123], [-0.0074, 0.0127, -0.0083], [0.0157, -0.0054, -0.0043], [0.0003, -0.0139, -0.0107], [-0.0178, 0.0025, -0.0004], [-0.0097, 0.0144, -0.0352], [0.0151, -0.0156, 0.0056], [-0.0084, 0.0152, -0.0064], [-0.0242, 0.0071, 0.0004], [0.0102, -0.0120, -0.0217], [-0.0086, -0.0022, 0.0095], [-0.0028, 0.0038, -0.0032]]}